(1)
C31H31IN2PPbSi | ωB97M-V/def2-TZVPD

The HOMO-LUMO gap is 7.56 eV. Its LUMO energy is -2.85 eV. The net charge is +1. As for the spin multiplicity: 1.

```
68
Properties=species:S:1:pos:R:3:forces:R:3
Pb 0.963 1.157 1.228 1.0 0.0 0.0
C -1.637 4.116 0.490 0.0 0.0 0.0
C -0.335 4.087 -0.248 0.0 0.1 0.0
C 0.037 5.131 -1.060 0.0 0.0 0.0
C 1.259 5.061 -1.743 0.0 -0.1 0.1
C 2.053 3.953 -1.629 0.0 0.0 0.0
C 1.614 2.868 -0.834 -0.1 0.1 0.1
N 0.446 2.991 -0.127 -0.1 0.1 -0.2
N 2.236 1.695 -0.648 -0.3 0.0 0.0
Si 3.770 1.205 -1.322 0.5 -0.3 0.1
C 3.912 -0.629 -0.928 0.0 0.3 0.0
C 3.883 1.478 -3.187 -0.2 0.0 0.2
C 5.200 2.103 -0.482 -0.3 -0.1 -0.1
H -2.057 5.119 0.480 0.0 0.0 0.0
H -1.514 3.802 1.526 0.0 0.0 0.0
H -2.348 3.445 0.004 0.0 0.0 0.0
H -0.605 5.994 -1.156 0.0 0.0 0.0
H 1.575 5.894 -2.358 0.0 0.0 0.0
H 3.006 3.883 -2.132 0.0 0.0 0.0
H 3.184 -1.220 -1.483 0.0 0.0 0.0
H 3.767 -0.831 0.137 0.0 0.0 0.0
H 4.908 -0.989 -1.196 0.0 0.0 0.0
H 2.900 1.434 -3.661 0.0 0.0 0.0
H 4.511 0.711 -3.643 0.0 0.0 0.0
H 4.327 2.446 -3.427 0.0 0.0 0.0
H 5.146 2.016 0.606 0.0 0.0 0.0
H 5.216 3.167 -0.730 0.0 0.0 0.0
H 6.153 1.674 -0.800 0.0 0.0 0.0
I -1.599 1.386 3.160 -0.5 -0.2 0.4
C -1.389 -0.603 3.876 0.1 0.4 -0.2
C -1.230 -0.667 5.232 0.0 0.1 -0.1
C -1.313 -1.896 5.904 0.0 -0.1 0.0
C -1.647 -3.011 5.197 0.0 0.1 0.1
C -1.832 -2.962 3.795 0.0 0.2 -0.1
C -2.286 -4.123 3.132 0.0 -0.1 -0.1
C -2.520 -4.114 1.790 0.0 -0.1 0.1
C -2.169 -2.979 1.050 0.0 0.2 0.1
C -1.671 -1.834 1.633 0.1 0.1 -0.2
P -0.940 -0.679 0.376 -0.7 -0.4 -0.3
C 0.095 -1.800 -0.627 0.1 0.1 0.1
C 0.724 -2.906 -0.056 0.0 0.0 0.0
C 1.527 -3.727 -0.832 0.0 0.0 0.0
C 1.710 -3.450 -2.179 0.0 0.0 0.0
C 1.125 -2.324 -2.740 0.0 0.0 -0.1
C 0.339 -1.487 -1.965 0.0 0.0 0.1
C -2.393 -0.296 -0.677 0.2 0.1 0.0
C -3.206 0.774 -0.311 0.0 0.0 0.0
C -4.365 1.057 -1.016 0.0 0.0 0.0
C -4.729 0.269 -2.098 0.0 0.0 0.0
C -3.925 -0.797 -2.470 0.0 0.0 0.0
C -2.762 -1.080 -1.770 0.0 0.0 0.0
C -1.609 -1.750 3.062 0.0 -0.2 0.1
H -1.078 0.237 5.806 0.0 0.0 0.0
H -1.168 -1.931 6.974 0.0 0.0 0.0
H -1.798 -3.959 5.697 0.0 0.0 0.0
H -2.462 -5.015 3.721 0.0 0.0 0.0
H -2.920 -4.982 1.284 0.0 0.0 0.0
H -2.252 -3.031 -0.027 0.0 0.0 0.0
H 0.577 -3.135 0.992 0.0 0.0 0.0
H 2.000 -4.592 -0.387 0.0 0.0 0.0
H 2.321 -4.102 -2.788 0.0 0.0 0.0
H 1.287 -2.092 -3.785 0.0 0.0 0.0
H -0.096 -0.594 -2.399 0.0 0.0 -0.1
H -2.945 1.384 0.540 0.0 0.0 0.0
H -4.986 1.891 -0.716 0.0 0.0 0.0
H -5.634 0.485 -2.649 0.0 0.0 0.0
H -4.205 -1.419 -3.311 0.0 0.0 0.0
H -2.149 -1.912 -2.090 0.0 0.0 0.0
```
Forces are in eV/Å.

(2)
C31H31N3O2SiTaTe | ωB97M-V/def2-TZVPD

The HOMO-LUMO gap is 5.59 eV. Its LUMO energy is -11.41 eV. The net charge is +3. As for the spin multiplicity: 1.

```
70
Properties=species:S:1:pos:R:3:forces:R:3
Ta -0.457 -1.081 1.171 0.4 0.1 -0.5
C -2.069 -4.168 -0.393 0.0 0.0 0.0
C -2.839 -2.906 -0.194 0.0 0.2 -0.2
C -4.175 -2.770 -0.500 0.0 -0.1 -0.1
C -4.813 -1.547 -0.302 0.0 0.1 0.0
C -4.152 -0.452 0.249 -0.1 -0.1 -0.1
C -2.832 -0.627 0.593 0.4 0.2 0.3
N -2.193 -1.825 0.322 -0.2 -0.1 0.5
N -1.928 0.280 1.222 -0.3 -0.3 0.0
Si -2.680 1.805 2.041 0.2 -0.3 -0.1
C -3.385 2.803 0.649 -0.1 0.1 -0.1
C -1.334 2.691 2.937 0.1 0.1 0.0
C -3.887 1.122 3.264 -0.1 -0.1 0.0
H -2.417 -4.931 0.308 0.0 0.0 0.0
H -0.999 -4.023 -0.241 0.0 0.0 0.0
H -2.228 -4.560 -1.397 0.0 0.0 0.0
H -4.718 -3.615 -0.901 0.0 0.0 0.0
H -5.857 -1.448 -0.573 0.0 0.0 0.0
H -4.653 0.492 0.402 0.0 0.0 0.0
H -3.054 2.449 -0.331 0.0 0.0 0.0
H -3.067 3.842 0.747 0.0 0.0 0.0
H -4.477 2.806 0.654 0.0 0.0 0.0
H -0.603 3.168 2.282 0.0 0.0 0.0
H -0.831 2.095 3.699 0.0 0.0 0.0
H -1.833 3.506 3.473 0.0 0.0 0.0
H -4.790 0.687 2.838 0.0 0.0 0.0
H -4.210 1.937 3.916 0.0 0.0 0.0
H -3.419 0.369 3.904 0.0 0.0 0.0
O 2.841 -3.352 1.677 0.0 -0.1 -0.2
C 2.006 -2.728 1.158 -0.6 0.7 0.2
O 0.985 -2.022 1.890 0.0 -0.6 0.8
C 1.711 -2.450 -0.289 0.1 0.0 0.1
C 2.478 -3.015 -1.277 0.0 -0.1 0.0
C 2.158 -2.736 -2.594 0.1 0.0 0.0
C 1.089 -1.885 -2.896 -0.1 0.0 -0.1
C 0.758 -1.569 -4.242 0.1 -0.1 0.1
C -0.275 -0.728 -4.518 -0.1 0.1 0.0
C -1.017 -0.158 -3.459 0.1 -0.1 -0.2
C -0.724 -0.439 -2.151 0.1 -0.3 0.1
C 0.325 -1.323 -1.836 0.0 0.1 -0.1
N 0.642 -1.634 -0.520 0.2 0.2 -0.8
H 3.299 -3.663 -1.000 0.0 0.0 0.0
H 2.739 -3.165 -3.402 0.0 0.0 0.0
H 1.347 -2.007 -5.038 0.0 0.0 0.0
H -0.524 -0.481 -5.541 0.0 0.0 0.0
H -1.828 0.521 -3.692 0.0 0.0 0.0
H -1.285 0.047 -1.365 -0.1 0.0 0.1
Te 1.421 1.007 1.978 -0.3 0.0 0.0
C 3.253 0.138 1.478 0.0 -0.1 -0.1
C 3.977 -0.450 2.509 0.1 0.0 0.0
C 5.213 -1.011 2.217 0.0 0.0 0.0
C 5.707 -0.969 0.919 0.0 0.0 0.0
C 4.973 -0.370 -0.098 0.0 0.0 0.0
C 3.732 0.192 0.173 0.1 -0.1 0.0
C 1.316 2.535 0.564 0.1 0.1 -0.1
C 1.918 3.744 0.897 0.0 0.0 0.0
C 1.899 4.779 -0.028 0.0 0.0 0.0
C 1.284 4.605 -1.260 0.0 0.0 0.0
C 0.682 3.394 -1.580 0.0 0.0 0.0
C 0.696 2.350 -0.666 0.0 0.0 0.0
H 3.604 -0.469 3.526 0.0 0.0 0.0
H 5.793 -1.469 3.006 0.0 0.0 0.0
H 6.679 -1.391 0.703 0.0 0.0 0.0
H 5.378 -0.318 -1.101 0.0 0.0 0.0
H 3.173 0.688 -0.612 0.0 0.0 0.0
H 2.399 3.891 1.856 0.0 0.0 0.0
H 2.364 5.724 0.219 0.0 0.0 0.0
H 1.273 5.416 -1.975 0.0 0.0 0.0
H 0.209 3.261 -2.544 0.0 0.0 0.0
H 0.231 1.409 -0.923 0.1 0.1 0.1
```
Forces are in eV/Å.

(3)
C31H31N3O3 | ωB97M-V/def2-TZVPD

The HOMO-LUMO gap is 8.74 eV. Its LUMO energy is 0.02 eV. Its SMILES is CC(C)c1ccccc1NC(=O)COC(=O)c1c2c(nc3ccccc13)CCN(Cc1ccccc1)C2. As for the spin multiplicity: 1.

```
68
Properties=species:S:1:pos:R:3:forces:R:3
C 4.517 3.072 -1.621 -0.2 0.1 0.1
C 3.890 3.385 -0.262 0.1 0.0 -0.1
C 4.836 4.228 0.598 -0.2 0.0 -0.1
C 3.516 2.119 0.470 -0.3 0.1 0.0
C 4.507 1.228 0.871 -0.1 0.0 0.0
C 4.217 0.101 1.616 0.1 0.0 0.0
C 2.915 -0.146 2.015 0.0 0.0 0.1
C 1.911 0.715 1.619 0.0 0.0 0.0
C 2.200 1.821 0.824 0.2 -0.2 0.0
N 1.102 2.611 0.383 0.1 0.1 0.6
C 0.769 2.737 -0.923 -0.6 0.3 -0.1
O 1.451 2.380 -1.855 0.1 -0.1 -0.2
C -0.630 3.350 -1.134 0.4 0.3 0.1
O -1.587 2.289 -1.106 -0.2 -0.2 -0.3
C -1.964 1.830 0.086 0.0 0.1 0.3
O -1.638 2.332 1.136 -0.2 0.0 -0.1
C -2.771 0.583 -0.043 0.1 -0.6 -0.1
C -2.123 -0.577 -0.410 -0.3 0.5 0.2
C -2.876 -1.779 -0.433 -0.1 0.0 0.0
N -4.154 -1.822 -0.175 0.0 -0.5 -0.1
C -4.810 -0.695 0.157 0.2 0.7 0.1
C -6.193 -0.767 0.422 -0.2 0.2 0.1
C -6.884 0.355 0.784 0.0 -0.3 0.0
C -6.229 1.592 0.899 0.2 0.2 0.0
C -4.890 1.697 0.642 -0.2 0.1 0.1
C -4.151 0.560 0.265 0.0 -0.4 -0.1
C -2.183 -3.076 -0.720 0.2 -0.1 -0.2
C -0.838 -2.863 -1.407 -0.2 -0.2 0.2
N -0.075 -1.887 -0.655 0.0 0.1 0.0
C 1.335 -1.885 -1.005 0.0 0.1 0.0
C 2.029 -3.093 -0.437 0.0 0.0 -0.1
C 1.698 -3.543 0.835 0.0 0.0 0.0
C 2.339 -4.639 1.381 0.0 0.0 0.1
C 3.325 -5.296 0.663 0.1 -0.1 0.0
C 3.662 -4.852 -0.603 0.1 -0.1 0.0
C 3.015 -3.758 -1.152 0.0 0.1 0.0
C -0.670 -0.578 -0.786 0.2 0.2 -0.2
H 5.420 2.478 -1.507 0.2 0.0 0.0
H 3.807 2.521 -2.231 0.0 -0.1 -0.1
H 4.773 3.997 -2.134 0.1 0.1 -0.1
H 2.985 3.973 -0.435 0.1 -0.1 0.0
H 4.393 4.425 1.573 0.0 0.0 0.1
H 5.785 3.721 0.750 0.1 0.0 0.0
H 5.032 5.180 0.109 0.1 0.1 0.0
H 5.531 1.424 0.595 0.1 0.0 0.0
H 5.007 -0.578 1.899 0.1 -0.1 0.0
H 2.680 -1.010 2.618 0.0 -0.1 0.1
H 0.889 0.535 1.923 -0.1 0.0 0.0
H 0.365 2.754 1.066 0.1 0.1 -0.3
H -0.694 3.779 -2.134 0.1 -0.1 0.2
H -0.865 4.094 -0.367 0.0 -0.1 -0.1
H -6.675 -1.728 0.331 0.0 -0.1 0.0
H -7.943 0.299 0.989 -0.1 0.0 0.0
H -6.795 2.465 1.190 0.0 0.1 0.0
H -4.383 2.647 0.731 0.0 0.1 0.0
H -2.837 -3.713 -1.316 0.0 0.0 0.0
H -2.016 -3.578 0.237 0.0 0.0 0.0
H -0.280 -3.802 -1.424 0.0 0.0 -0.1
H -0.994 -2.535 -2.452 0.1 0.0 0.0
H 1.488 -1.832 -2.097 0.0 0.0 0.1
H 1.791 -0.990 -0.567 -0.1 0.0 -0.1
H 0.924 -3.026 1.382 -0.1 0.0 0.1
H 2.072 -4.983 2.370 0.0 0.0 0.1
H 3.827 -6.152 1.089 0.0 -0.1 0.0
H 4.428 -5.362 -1.169 0.1 0.0 0.0
H 3.280 -3.416 -2.142 0.0 0.0 -0.1
H -0.117 0.108 -0.139 0.0 0.0 -0.1
H -0.585 -0.190 -1.823 0.1 0.0 0.1
```
Forces are in eV/Å.

(4)
C31H32Cl5N3O2S2V | ωB97M-V/def2-TZVPD

The HOMO-LUMO gap (alpha / beta) is 4.41 / 6.25 eV. Its LUMO energy (alpha / beta) is 4.05 / 4.04 eV. As for the expectation value of S²: 3.776. The net charge is -2. As for the spin multiplicity: 4.

```
76
Properties=species:S:1:pos:R:3:forces:R:3
V 0.625 -1.048 -0.146 1.4 0.4 1.1
C -0.981 5.600 -1.263 -0.1 0.0 0.0
C 0.127 4.655 -1.755 0.0 0.0 0.0
C 1.079 4.409 -0.583 0.0 0.0 0.1
C 0.902 5.321 -2.900 0.1 0.0 0.0
C -0.507 3.351 -2.249 0.1 0.0 0.0
C -1.507 3.391 -3.236 0.0 0.0 0.0
C -2.173 2.246 -3.632 0.0 0.0 0.0
C -1.838 1.037 -3.030 -0.1 -0.1 -0.2
S -2.537 -0.542 -3.260 0.0 -0.1 0.0
C -1.436 -1.201 -2.062 0.3 0.4 -0.1
N -0.598 -0.307 -1.547 -1.4 0.5 -1.2
C -0.824 0.967 -2.080 0.0 -0.4 0.2
C -0.150 2.127 -1.710 0.2 0.1 0.1
C -1.349 -2.569 -1.648 0.3 -0.3 0.2
C -2.142 -3.589 -2.201 0.0 0.2 0.0
C -1.963 -4.889 -1.788 0.1 -0.1 0.1
C -0.975 -5.169 -0.823 -0.1 0.2 -0.1
C -0.203 -4.156 -0.285 -0.1 0.0 -0.1
C -0.347 -2.792 -0.648 -0.7 -0.4 -0.1
H -0.538 6.509 -0.839 0.0 -0.1 -0.1
H -1.571 5.104 -0.486 0.1 0.0 -0.1
H -1.653 5.894 -2.075 0.1 0.0 0.0
H 1.469 5.368 -0.226 0.0 0.0 0.0
H 1.926 3.783 -0.878 0.0 0.0 0.0
H 0.561 3.921 0.249 0.1 0.1 -0.1
H 1.345 6.266 -2.561 0.0 -0.1 0.0
H 0.250 5.535 -3.752 0.0 0.0 0.0
H 1.707 4.665 -3.247 0.0 0.1 0.0
H -1.790 4.338 -3.684 0.0 0.0 0.0
H -2.960 2.293 -4.378 0.0 0.0 0.0
H 0.617 2.042 -0.949 -0.1 0.0 0.0
H -2.889 -3.351 -2.959 0.0 0.0 0.1
H -2.566 -5.687 -2.208 0.0 0.0 0.0
H -0.816 -6.194 -0.501 0.0 0.0 0.0
H 0.544 -4.445 0.447 0.0 0.1 0.1
N 3.800 1.716 -1.481 -0.1 -0.2 0.2
C 2.959 0.669 -1.193 0.0 0.1 0.1
O 2.551 0.485 -0.052 -0.1 0.3 -0.2
C 2.545 -0.223 -2.329 -0.1 -0.2 0.1
C 1.976 -1.518 -1.748 0.4 -0.2 -0.5
H 3.948 2.406 -0.765 0.0 0.0 0.0
H 3.978 1.963 -2.436 0.0 0.0 0.0
H 3.384 -0.358 -3.026 0.1 0.1 0.0
H 1.778 0.338 -2.878 -0.1 0.0 0.0
H 2.814 -2.124 -1.373 0.0 0.0 -0.1
H 1.535 -2.095 -2.568 -0.1 0.0 0.0
Cl 2.428 -2.604 1.236 0.0 0.1 0.2
C 2.661 -2.005 2.908 0.0 -0.2 0.1
C 1.894 -0.953 3.315 -0.1 0.1 0.2
C 2.104 -0.553 4.614 0.1 -0.2 0.0
Cl 1.151 0.809 5.238 0.0 0.0 0.1
C 3.017 -1.161 5.478 -0.1 0.1 0.0
Cl 3.240 -0.621 7.126 0.0 0.0 -0.1
C 3.770 -2.242 5.013 -0.1 0.0 -0.1
Cl 4.903 -3.052 6.057 -0.1 0.1 -0.1
C 3.587 -2.674 3.701 0.1 -0.1 -0.1
Cl 4.502 -4.035 3.096 0.0 0.1 0.1
C -3.681 -0.495 0.971 0.0 0.0 -0.1
C -2.924 -0.978 2.187 0.1 0.0 -0.1
O -1.893 -1.830 1.739 -0.2 -0.2 0.0
C -1.329 -2.650 2.742 0.0 0.1 0.0
C -2.118 -3.939 2.923 -0.1 0.0 0.0
H -4.399 0.280 1.250 0.0 0.0 0.0
H -4.204 -1.327 0.487 0.0 0.1 0.0
H -2.976 -0.065 0.255 -0.1 0.0 0.1
H -3.596 -1.514 2.869 -0.1 0.0 0.1
H -2.495 -0.130 2.730 0.1 0.1 0.1
H -1.251 -2.096 3.684 0.1 0.0 0.0
H -0.317 -2.881 2.413 0.1 0.0 0.0
H -3.128 -3.744 3.299 0.1 0.0 0.0
H -1.608 -4.601 3.633 -0.1 0.1 -0.1
H -2.197 -4.447 1.957 0.0 0.0 0.1
S -1.932 2.979 1.583 0.1 -0.1 -0.1
C -0.986 1.658 1.243 0.0 0.0 0.1
N -0.326 0.730 0.995 0.0 -0.1 0.1
```
Forces are in eV/Å.